Entry 1:
Here is C5H8O2 as an isolated structure in a non-equilibrium geometry from the OMol25 dataset. Energies are from ωB97M-V/def2-TZVPD.

```
15
Properties=species:S:1:pos:R:3
O -1.69 -1.19 -1.22
C -0.69 -1.44 -0.33
C 0.57 -1.73 -0.59
C 1.25 0.91 0.88
C -0.19 1.30 1.19
C -0.25 1.48 -0.28
O 1.04 1.28 -0.44
H -1.33 -1.28 -2.11
H -1.06 -1.36 0.69
H 1.28 -1.88 0.21
H 0.96 -1.76 -1.61
H 2.14 1.37 1.33
H -0.90 0.65 1.69
H -0.16 2.28 1.67
H -0.96 1.36 -1.09
```

ΔE to the lowest compared entry with this formula, charge and spin: 542.5 kJ/mol
Net charge: 0
LUMO (spin up / spin down): 0.9 / 0.7 eV
Molecular weight: 100.12 g mol⁻¹
E_HOMO (spin up / spin down): -7.754 / -7.355 eV
DFT total energy: -9404.20992 eV

=====

Entry 2:
Here is a 3-piece molecular cluster, C20H20F3NO7S overall in a non-equilibrium geometry from the OMol25 dataset. Energies are from ωB97M-V/def2-TZVPD.

```
52
Properties=species:S:1:pos:R:3
N 2.95 -2.32 0.79
C 3.18 -1.45 0.07
O 3.32 -0.54 -0.85
C 2.31 0.45 -0.75
C 2.62 1.67 -0.18
C 1.62 2.63 -0.08
C 0.34 2.38 -0.53
C 0.05 1.14 -1.08
C 1.03 0.16 -1.20
C 0.65 -1.16 -1.79
O 1.37 -1.81 -2.51
C -0.74 -1.59 -1.46
C -1.68 -0.66 -1.34
S -3.31 -1.26 -0.91
O -3.12 -2.26 0.10
O -4.03 -1.63 -2.09
C -4.23 0.10 -0.01
F -3.71 0.22 1.20
F -5.48 -0.33 0.08
F -4.22 1.26 -0.63
C -1.32 0.79 -1.55
O -2.06 1.57 -2.09
H 3.63 1.85 0.18
H 1.85 3.58 0.37
H -0.44 3.12 -0.44
H -0.94 -2.65 -1.31
C 5.20 -1.16 -3.49
C 6.63 -1.63 -3.72
C 7.27 -0.38 -4.31
O 6.59 0.73 -3.73
C 5.41 0.28 -3.06
H 4.66 -1.75 -2.75
H 4.64 -1.20 -4.43
H 7.10 -1.88 -2.77
H 6.71 -2.50 -4.38
H 7.14 -0.35 -5.40
H 8.34 -0.30 -4.09
H 5.58 0.36 -1.98
H 4.58 0.94 -3.32
C -5.44 -0.63 5.15
C -5.47 0.34 3.97
C -5.73 1.67 4.68
O -5.12 1.56 5.97
C -4.76 0.20 6.22
H -4.91 -1.56 4.93
H -6.46 -0.88 5.45
H -4.50 0.36 3.48
H -6.23 0.11 3.23
H -6.81 1.84 4.81
H -5.31 2.52 4.15
H -3.67 0.11 6.15
H -5.06 -0.07 7.23
```

Net charge: 0
LUMO: -2.1 eV
Molecular weight: 475.44 g mol⁻¹
E_HOMO: -9.521 eV
SMILES string: N#COc1cccc2c1C(=O)C=C(S(=O)(=O)C(F)(F)F)C2=O.C1CCOC1.C1CCOC1
DFT total energy: -55870.32996 eV

=====

Entry 3:
Here is a 2-piece molecular cluster, C2H4Cl3PS overall in a non-equilibrium geometry from the OMol25 dataset. Energies are from ωB97M-V/def2-TZVPD.

```
11
Properties=species:S:1:pos:R:3
S 1.37 -2.12 -0.27
P 2.16 -0.23 -0.82
Cl 1.68 -0.40 -2.80
Cl 4.11 -0.51 -0.77
H 1.07 -1.49 0.89
C -1.10 1.11 0.66
C -2.37 0.68 0.73
Cl -3.02 -0.42 -0.42
H -0.44 0.88 -0.19
H -0.46 1.63 1.37
H -3.00 0.87 1.62
```

ΔE to the lowest compared entry with this formula, charge and spin: 32.1 kJ/mol
Net charge: 0
LUMO: 0.5 eV
Molecular weight: 197.45 g mol⁻¹
E_HOMO: -9.714 eV
SMILES string: SP(Cl)Cl.C=CCl
DFT total energy: -59830.73779 eV

=====

Entry 4:
Here is a 14-piece molecular cluster, C4H34NO16 overall in a non-equilibrium geometry from the OMol25 dataset. Energies are from ωB97M-V/def2-TZVPD.

```
55
Properties=species:S:1:pos:R:3
C -0.59 -0.14 0.57
C -1.23 -1.50 0.19
C -2.74 -1.38 -0.03
O -3.32 -0.60 1.00
N -0.60 -2.00 -1.06
C 0.83 -2.06 -0.95
O 1.30 -2.48 0.15
O 1.51 -1.75 -1.95
H -0.52 0.56 -0.29
H -1.19 0.35 1.31
H 0.40 -0.28 0.98
H -1.07 -2.26 1.01
H -3.25 -2.39 0.06
H -3.01 -0.92 -1.00
H -3.19 0.39 0.79
H -0.93 -1.49 -1.93
H 2.16 2.94 -0.45
H 2.41 1.46 -0.32
O 2.07 2.23 0.13
H 0.50 2.57 0.78
H -0.51 2.34 1.93
O -0.43 2.74 1.03
H 0.23 2.39 -1.96
H -0.64 2.73 -0.70
O -0.67 2.53 -1.66
H 0.95 -0.86 -3.29
H -0.30 -0.08 -3.59
O 0.59 -0.19 -3.92
H -2.45 0.64 -3.42
H -1.40 1.16 -2.33
O -1.76 0.35 -2.79
H -0.71 -4.63 0.56
H 0.40 -3.72 1.01
O -0.16 -4.40 1.34
H 0.60 1.12 3.26
H -0.93 0.62 3.40
O -0.38 1.40 3.34
H 2.67 -0.56 -1.54
H 3.36 -0.22 -0.32
O 3.19 0.15 -1.15
H -2.65 1.76 -0.68
H -2.04 2.27 0.65
O -2.86 1.92 0.24
H 2.52 0.08 2.30
H 2.32 1.56 2.12
O 2.20 0.87 2.76
H 2.45 -1.67 0.86
H 3.90 -1.68 1.52
O 3.20 -1.11 1.22
H 1.34 1.17 -3.25
H 2.36 1.37 -2.08
O 1.73 1.87 -2.63
H -1.36 -1.58 3.03
H -2.46 -0.77 2.47
O -1.87 -0.83 3.24
```

ΔE to the lowest compared entry with this formula, charge and spin: 120.8 kJ/mol
Net charge: -1
LUMO: 2.7 eV
Molecular weight: 352.31 g mol⁻¹
E_HOMO: -6.579 eV
DFT total energy: -38956.36467 eV

=====

Entry 5:
Here is one molecule with the formula C10H13NO2 in a non-equilibrium geometry from the OMol25 dataset. Energies are from ωB97M-V/def2-TZVPD.

```
26
Properties=species:S:1:pos:R:3
O 0.82 -1.10 2.09
C -0.14 -0.38 2.04
O -0.06 0.94 1.75
C -1.57 -0.79 2.01
C -2.18 -0.68 0.63
C -1.58 -1.71 -0.34
C -1.01 -1.06 -1.64
C 0.10 -0.09 -1.45
C -0.17 1.28 -1.61
C 0.87 2.21 -1.38
N 2.11 1.84 -1.01
C 2.36 0.54 -0.84
C 1.39 -0.46 -1.02
H 0.90 1.16 1.64
H -2.13 -0.15 2.72
H -1.70 -1.85 2.33
H -1.95 0.37 0.23
H -3.28 -0.82 0.70
H -0.79 -2.26 0.18
H -2.32 -2.45 -0.60
H -1.85 -0.58 -2.12
H -0.69 -1.94 -2.26
H -1.12 1.66 -1.96
H 0.76 3.27 -1.56
H 3.35 0.27 -0.47
H 1.67 -1.52 -0.86
```

ΔE to the lowest compared entry with this formula, charge and spin: 34.2 kJ/mol
Net charge: 0
LUMO: 0.8 eV
Molecular weight: 179.22 g mol⁻¹
E_HOMO: -9.594 eV
SMILES string: O=C(O)CCCCc1ccncc1
DFT total energy: -16166.34518 eV

=====

What did the second record say?
Here is a 3-piece molecular cluster, C20H20F3NO7S overall in a non-equilibrium geometry from the OMol25 dataset. Energies are from ωB97M-V/def2-TZVPD.

```
52
Properties=species:S:1:pos:R:3
N 2.95 -2.32 0.79
C 3.18 -1.45 0.07
O 3.32 -0.54 -0.85
C 2.31 0.45 -0.75
C 2.62 1.67 -0.18
C 1.62 2.63 -0.08
C 0.34 2.38 -0.53
C 0.05 1.14 -1.08
C 1.03 0.16 -1.20
C 0.65 -1.16 -1.79
O 1.37 -1.81 -2.51
C -0.74 -1.59 -1.46
C -1.68 -0.66 -1.34
S -3.31 -1.26 -0.91
O -3.12 -2.26 0.10
O -4.03 -1.63 -2.09
C -4.23 0.10 -0.01
F -3.71 0.22 1.20
F -5.48 -0.33 0.08
F -4.22 1.26 -0.63
C -1.32 0.79 -1.55
O -2.06 1.57 -2.09
H 3.63 1.85 0.18
H 1.85 3.58 0.37
H -0.44 3.12 -0.44
H -0.94 -2.65 -1.31
C 5.20 -1.16 -3.49
C 6.63 -1.63 -3.72
C 7.27 -0.38 -4.31
O 6.59 0.73 -3.73
C 5.41 0.28 -3.06
H 4.66 -1.75 -2.75
H 4.64 -1.20 -4.43
H 7.10 -1.88 -2.77
H 6.71 -2.50 -4.38
H 7.14 -0.35 -5.40
H 8.34 -0.30 -4.09
H 5.58 0.36 -1.98
H 4.58 0.94 -3.32
C -5.44 -0.63 5.15
C -5.47 0.34 3.97
C -5.73 1.67 4.68
O -5.12 1.56 5.97
C -4.76 0.20 6.22
H -4.91 -1.56 4.93
H -6.46 -0.88 5.45
H -4.50 0.36 3.48
H -6.23 0.11 3.23
H -6.81 1.84 4.81
H -5.31 2.52 4.15
H -3.67 0.11 6.15
H -5.06 -0.07 7.23
```

Net charge: 0
LUMO: -2.1 eV
Molecular weight: 475.44 g mol⁻¹
E_HOMO: -9.521 eV
SMILES string: N#COc1cccc2c1C(=O)C=C(S(=O)(=O)C(F)(F)F)C2=O.C1CCOC1.C1CCOC1
DFT total energy: -55870.32996 eV